41
Properties=species:S:1:pos:R:3:lowdin_spin:R:1 method="wB97M-V/def2-TZVPD" multiplicity=3 lumo_energy_ha="-0.341 / -0.315" e_above_lowest_ev=0.000 total_energy_ev=-74138.743 charge=+2 gap_ha="0.2387 / 0.2664"
V -0.320 0.099 1.320 1.9121
P 1.986 -0.505 1.368 0.0236
C 2.152 -0.575 -0.455 0.0002
C 0.962 -1.228 -1.074 0.0015
N -0.228 -0.927 -0.504 -0.0211
C -1.379 -1.297 -1.092 0.0024
C -1.379 -2.176 -2.175 -0.0007
C -0.162 -2.590 -2.712 0.0029
C 1.017 -2.085 -2.175 -0.0012
C -2.644 -0.701 -0.517 0.0180
P -2.304 0.901 0.349 0.0263
H 1.994 -2.348 -2.578 -0.0001
H -2.336 -2.503 -2.571 0.0001
H -0.139 -3.291 -3.545 0.0001
H -3.373 -0.487 -1.309 0.0031
H -3.112 -1.387 0.207 0.0001
H 2.265 0.553 -0.816 -0.0001
H 3.070 -1.119 -0.687 0.0000
H 1.506 2.551 -0.425 0.0000
O 2.243 2.046 -0.987 -0.0005
H 2.145 2.322 -1.916 0.0000
H 0.064 2.387 1.046 -0.0003
O 0.410 3.096 0.401 -0.0013
H 0.422 3.935 0.902 -0.0001
C -2.434 2.083 -1.021 -0.0071
H -3.422 1.987 -1.491 -0.0014
H -2.296 3.097 -0.629 0.0001
H -1.655 1.886 -1.765 -0.0001
C -3.774 1.216 1.350 0.0094
H -3.615 2.167 1.872 -0.0002
H -4.666 1.280 0.715 0.0010
H -3.878 0.423 2.098 0.0004
C 2.318 -2.212 1.910 0.0137
H 3.348 -2.496 1.661 0.0019
H 2.167 -2.260 2.996 -0.0001
H 1.614 -2.911 1.444 -0.0001
C 3.447 0.419 1.899 -0.0010
H 3.302 0.684 2.954 -0.0001
H 4.352 -0.197 1.794 -0.0005
H 3.536 1.341 1.310 0.0000
Cl -1.202 -1.177 2.846 0.0193

44
Properties=species:S:1:pos:R:3:lowdin_spin:R:1 method="wB97M-V/def2-TZVPD" multiplicity=8 lumo_energy_ha="-0.135 / -0.135" total_energy_ev=-49361.929 charge=+1 gap_ha="0.2686 / 0.2780"
O -2.322 -0.367 1.417 -0.0146
H -3.145 -0.281 1.927 -0.0012
Gd -0.729 0.092 0.046 7.2787
N 0.556 -1.436 -1.391 -0.0068
N 0.401 1.033 -2.287 0.0029
O 0.861 -2.772 -1.002 0.0005
O 0.342 2.283 -2.970 0.0008
C 1.043 -1.211 -2.612 0.0027
C 0.916 0.138 -3.117 0.0010
C 1.670 -2.293 -3.422 0.0003
C 1.278 0.556 -4.489 0.0000
H 1.473 -3.270 -2.968 0.0000
H 2.755 -2.155 -3.527 0.0001
H 1.271 -2.285 -4.443 0.0001
H 1.376 1.639 -4.556 0.0000
H 0.480 0.250 -5.177 0.0000
H 2.203 0.084 -4.816 0.0000
H 0.373 -2.924 -0.174 0.0004
H 0.080 2.923 -2.291 0.0001
O 2.266 0.882 -0.026 0.0021
H 3.107 0.623 0.354 0.0000
H 2.505 1.296 -0.863 0.0000
C -2.731 0.345 -1.230 -0.2491
H -3.414 -0.107 -0.519 -0.0082
H -2.837 -0.272 -2.139 -0.0132
H -3.159 1.331 -1.465 -0.0132
O -1.519 -2.898 1.113 0.0032
H -1.947 -2.277 1.767 0.0003
H -2.203 -2.943 0.428 0.0001
O -0.573 2.373 0.933 0.0012
C 0.230 2.632 2.142 0.0009
C 0.226 1.367 2.987 0.0015
C -0.060 1.368 4.354 0.0001
C -0.220 0.159 5.028 0.0003
C -0.103 -1.013 4.287 0.0001
C 0.154 -0.965 2.923 0.0023
N 0.315 0.217 2.294 0.0049
H -1.375 2.953 0.980 0.0007
H 1.253 2.830 1.787 0.0001
H -0.184 3.475 2.723 0.0000
H -0.173 2.332 4.836 0.0001
H -0.418 0.144 6.098 0.0000
H -0.256 -1.979 4.744 0.0000
H 0.233 -1.876 2.315 0.0006

43
Properties=species:S:1:pos:R:3:mulliken_charge:R:1 method="wB97M-V/def2-TZVPD" lumo_energy_ha=-0.001 e_above_lowest_ev=0.102 total_energy_ev=-148850.213 gap_ha=0.3482
Pd 0.323 -0.763 -0.799 0.5356
O -1.157 0.573 1.790 -0.4569
C -0.578 1.645 1.066 -0.7275
C -1.200 1.835 -0.304 -1.0160
N -1.099 0.653 -1.212 0.1589
C -2.370 -0.107 -1.334 -0.7338
C -2.279 -1.624 -1.048 0.3806
O -3.284 -2.281 -1.197 -0.6521
O -1.141 -2.090 -0.608 -0.4033
C -0.484 1.097 -2.490 -0.5740
C 0.993 1.476 -2.201 0.6273
O 1.493 2.429 -2.750 -0.6568
O 1.586 0.713 -1.313 -0.6138
H -2.053 0.806 2.052 0.2997
H 0.481 1.413 0.959 0.3071
H -0.666 2.588 1.616 0.4620
H -0.713 2.683 -0.788 0.5108
H -2.256 2.097 -0.196 0.5705
H -2.836 0.053 -2.306 0.4120
H -3.064 0.257 -0.578 0.3089
H -1.017 1.949 -2.918 0.3894
H -0.502 0.266 -3.197 0.3965
C -0.525 -3.135 2.319 -1.0877
Ge -0.130 -4.575 1.055 0.7979
C 0.790 -6.008 2.038 -1.3426
C -1.735 -5.316 0.243 -1.1197
C 1.164 -4.134 -0.399 -1.0992
Se 2.054 -2.420 -0.564 0.2349
C 2.651 -2.157 1.264 -0.7912
H -1.572 -3.226 2.612 0.3984
H -0.391 -2.148 1.885 0.0670
H 0.089 -3.225 3.216 0.4592
H 0.154 -6.396 2.834 0.3760
H 1.712 -5.638 2.493 0.3637
H 1.044 -6.835 1.374 0.3765
H -2.332 -5.811 1.011 0.3609
H -1.468 -6.060 -0.508 0.3416
H -2.333 -4.535 -0.223 0.3127
H 0.659 -4.268 -1.355 0.4378
H 1.981 -4.857 -0.358 0.5725
H 3.449 -2.866 1.468 0.3400
H 1.821 -2.292 1.950 0.1199
H 3.030 -1.140 1.332 0.3562

37
Properties=species:S:1:pos:R:3:lowdin_spin:R:1 method="wB97M-V/def2-TZVPD" multiplicity=3 lumo_energy_ha="-0.084 / -0.261" total_energy_ev=-16791.918 charge=+1 gap_ha="0.1992 / 0.2793"
C 4.228 1.058 -0.452 0.5067
C 2.125 1.043 -1.818 0.1486
C 0.779 0.217 -1.564 0.0062
C 0.704 -0.965 2.030 0.0024
C -0.748 -2.175 0.179 0.0004
C 1.884 -1.884 0.184 0.0088
C -0.420 2.419 -0.407 0.0056
C -2.005 0.507 -0.873 0.0007
C -1.593 1.076 1.494 0.0004
C 0.450 -1.306 0.561 0.0010
C -0.906 1.086 0.117 0.0010
N 3.092 0.906 -0.795 0.6567
N 0.343 0.169 -0.134 0.0159
O 5.222 1.229 0.094 0.5194
H 2.640 0.854 -2.734 0.0593
H 1.689 2.039 -2.093 0.0363
H -0.073 0.587 -2.028 0.0001
H 1.031 -0.702 -1.866 0.0023
H 0.598 -1.855 2.486 0.0000
H 1.609 -0.501 2.013 0.0027
H -0.069 -0.348 2.534 0.0000
H -0.277 -3.209 0.178 0.0001
H -0.993 -1.976 -0.774 0.0001
H -1.573 -2.041 1.003 0.0000
H 2.264 -2.419 1.088 0.0003
H 1.690 -2.697 -0.602 0.0003
H 2.653 -1.258 -0.252 0.0069
H -0.467 2.622 -1.467 0.0011
H -1.075 3.163 -0.013 0.0001
H 0.528 2.682 -0.219 0.0052
H -2.356 -0.501 -0.786 0.0000
H -1.860 0.526 -1.949 0.0000
H -2.810 1.066 -0.597 0.0000
H -2.123 0.199 1.505 0.0000
H -0.831 1.237 2.217 0.0003
H -2.304 1.875 1.646 0.0000
H 0.893 0.787 0.456 0.0109

40
Properties=species:S:1:pos:R:3:mulliken_charge:R:1 method="wB97M-V/def2-TZVPD" lumo_energy_ha=0.019 e_above_lowest_ev=0.464 total_energy_ev=-22393.394 smiles="CC(C)[C@H](N)C(=O)N[C@@H](CCCCN)C(=O)O" gap_ha=0.3667
C -0.653 -1.742 1.471 -1.1472
C -1.197 -0.613 2.368 0.2993
C -2.063 -1.225 3.495 -1.6240
C -2.000 0.503 1.666 0.6962
N -3.077 -0.044 0.926 -0.8613
C -1.101 1.320 0.755 -0.4779
O -0.401 2.239 1.175 -0.6559
N -1.144 0.837 -0.515 -0.2781
C -0.592 1.628 -1.634 0.4804
C 0.843 2.065 -1.493 -1.1983
C 1.895 1.044 -1.021 -0.8192
C 2.250 -0.123 -1.944 -0.0368
C 3.393 -0.995 -1.371 -0.8768
N 3.130 -1.645 -0.067 -0.5358
C -0.669 0.855 -2.925 0.0825
O -0.514 1.325 -4.034 -0.6099
O -0.922 -0.437 -2.796 -0.5396
H -1.509 -2.233 0.995 0.2772
H 0.032 -1.424 0.718 0.1518
H -0.127 -2.520 2.035 0.4047
H -0.369 -0.018 2.796 0.3088
H -2.567 -0.424 4.027 0.3847
H -2.833 -1.825 2.969 0.3591
H -1.489 -1.849 4.116 0.4511
H -2.417 1.198 2.458 0.4761
H -3.610 0.700 0.446 0.2112
H -3.781 -0.455 1.524 0.2415
H -2.040 0.423 -0.756 0.5441
H -1.294 2.472 -1.729 0.5310
H 0.950 2.889 -0.741 0.3824
H 1.148 2.442 -2.468 0.5107
H 2.820 1.568 -0.812 0.4959
H 1.708 0.648 -0.050 0.1597
H 1.384 -0.784 -2.219 0.2140
H 2.607 0.290 -2.878 0.3666
H 4.296 -0.327 -1.256 0.2998
H 3.662 -1.796 -2.103 0.4234
H 3.837 -2.376 0.050 0.2456
H 3.306 -0.964 0.667 0.2256
H -0.892 -0.628 -1.844 0.4372

43
Properties=species:S:1:pos:R:3:mulliken_charge:R:1 method="wB97M-V/def2-TZVPD" lumo_energy_ha=0.003 e_above_lowest_ev=6.101 total_energy_ev=-36203.842 gap_ha=0.3208
H -5.284 -2.398 1.857 0.2071
N -4.637 -2.318 0.937 -0.7295
C -4.925 -1.040 0.520 0.5005
N -5.895 -0.089 1.136 -0.5638
N -4.384 -0.300 -0.514 -0.3209
C -3.882 1.124 -0.503 -0.9481
C -2.836 1.405 0.565 -0.6500
C -1.585 0.361 0.600 -1.2497
C -0.751 0.189 -0.665 0.1722
N 0.160 -0.764 -0.179 -0.2913
C 1.087 -0.946 -1.139 0.1048
O 0.969 -0.405 -2.300 -0.6820
C 2.451 -1.460 -0.756 -0.1343
N 3.120 -2.199 -1.921 -0.8553
C 3.482 -0.234 -0.442 -0.1473
C 4.725 -0.827 0.325 -0.9935
S 6.050 0.193 0.741 -0.0606
C 5.336 1.030 2.100 -0.9294
C -0.060 1.662 -1.163 0.3238
O -0.910 2.307 -1.819 -0.6049
O 1.193 2.060 -0.909 -0.4196
H -6.544 -0.795 1.641 0.3024
H -6.460 0.234 0.437 0.2287
H -3.601 -0.859 -0.919 0.3018
H -4.802 1.669 -0.505 0.5102
H -3.549 1.193 -1.658 0.3363
H -2.583 2.455 0.410 0.4317
H -3.299 1.490 1.640 0.3696
H -0.896 0.722 1.332 0.5094
H -1.822 -0.667 0.957 0.4745
H -1.183 -0.232 -1.448 0.6431
H 0.820 -0.369 0.725 0.4329
H 2.467 -2.268 0.071 0.4471
H 2.732 -1.626 -2.757 0.3320
H 2.386 -2.889 -2.123 0.3157
H 2.953 0.599 0.038 0.2738
H 3.781 0.067 -1.510 0.2042
H 5.180 -1.606 -0.236 0.4352
H 4.344 -1.416 1.187 0.3431
H 6.132 1.606 2.429 0.3665
H 4.857 0.383 2.881 0.2892
H 4.546 1.779 1.998 0.2740
H 1.117 3.181 -1.058 0.4509

45
Properties=species:S:1:pos:R:3:mulliken_charge:R:1 method="wB97M-V/def2-TZVPD" lumo_energy_ha=0.012 e_above_lowest_ev=0.095 total_energy_ev=-40305.439 smiles="CNC(=O)[C@H](CCSC)NC(C)=O.NC(=O)N[C@H](N)C(=O)O" gap_ha=0.3318
C -0.934 -0.739 -5.214 -0.7888
N -1.752 -1.637 -4.398 -0.1291
C -2.475 -1.316 -3.320 0.0556
O -3.106 -2.187 -2.732 -0.7001
C -2.479 0.129 -2.792 -0.0007
C -1.351 0.312 -1.759 -0.5601
C -1.014 1.783 -1.493 -0.6045
S 0.380 2.029 -0.356 -0.0663
C -0.499 2.067 1.228 -0.8591
N -3.780 0.445 -2.191 -0.1614
C -4.387 1.627 -2.255 0.7411
C -5.736 1.727 -1.584 -1.2924
O -3.905 2.599 -2.821 -0.6333
H -0.204 -0.218 -4.592 0.2230
H -1.569 -0.005 -5.716 0.2871
H -0.398 -1.313 -5.972 0.3319
H -1.804 -2.607 -4.669 0.3008
H -2.302 0.804 -3.630 0.5498
H -0.447 -0.170 -2.133 0.3527
H -1.630 -0.173 -0.821 0.2105
H -0.759 2.250 -2.445 0.3691
H -1.890 2.296 -1.094 0.1797
H -1.034 1.129 1.374 0.2448
H 0.218 2.201 2.039 0.3270
H -1.207 2.896 1.235 0.3410
H -4.263 -0.319 -1.741 0.2628
H -6.117 2.740 -1.705 0.3349
H -6.423 1.020 -2.044 0.3447
H -5.626 1.501 -0.525 0.3309
N 2.988 0.994 2.405 -0.3339
C 3.586 0.460 3.501 0.4621
O 3.662 1.173 4.479 -0.6535
N 4.059 -0.823 3.454 -0.2916
C 4.491 -1.511 4.652 0.1974
N 5.942 -1.273 4.647 -0.6233
C 4.097 -3.021 4.632 0.3524
O 4.530 -3.744 5.517 -0.5582
O 3.352 -3.492 3.594 -0.4560
H 2.866 2.000 2.468 0.2545
H 3.254 0.603 1.509 0.1811
H 3.658 -1.409 2.729 0.2489
H 4.030 -1.061 5.540 0.3844
H 6.378 -1.724 5.452 0.2676
H 6.358 -1.601 3.778 0.2181
H 3.244 -4.441 3.770 0.3582

44
Properties=species:S:1:pos:R:3:mulliken_charge:R:1 method="wB97M-V/def2-TZVPD" lumo_energy_ha="-0.344 / -0.351" e_above_lowest_ev=0.000 total_energy_ev=-29428.521 charge=+2 gap_ha="0.2576 / 0.2293"
N -0.125 2.110 -0.527 -0.6498
C -0.445 3.211 -0.935 0.6958
O -0.491 4.342 -1.326 -0.4167
Ag -2.384 2.225 -0.752 0.6429
Nb 0.678 0.282 0.208 1.5890
N 0.616 -0.690 -1.573 0.1963
N -0.595 -0.458 1.728 0.1998
C 0.667 -0.244 -2.974 1.1842
C -0.861 0.103 3.065 1.2798
C -0.670 0.387 -3.379 -1.2185
C 0.948 -1.385 -3.947 -1.9025
C 1.766 0.812 -3.119 -1.4906
C -2.170 -0.414 3.660 -1.9182
C 0.284 -0.285 4.005 -1.4150
C -0.961 1.631 2.990 -1.4313
H -1.491 -0.325 -3.203 0.3753
H -0.647 0.659 -4.447 0.4600
H -0.896 1.295 -2.807 0.1047
H 1.917 -1.854 -3.752 0.4900
H 0.984 -0.967 -4.963 0.4502
H 0.152 -2.136 -3.929 0.4316
H 1.560 1.694 -2.493 0.2337
H 1.829 1.135 -4.171 0.4710
H 2.734 0.385 -2.818 0.3588
H -3.009 -0.222 2.973 0.4667
H -2.377 0.135 4.584 0.4412
H -2.125 -1.479 3.917 0.4827
H 0.363 -1.376 4.076 0.3871
H 0.106 0.109 5.011 0.4136
H 1.244 0.105 3.660 0.3382
H -0.058 2.102 2.588 0.3620
H -1.126 2.025 4.004 0.4820
H -1.807 1.933 2.354 0.2023
C -1.128 -1.784 1.438 -1.1833
H -1.321 -1.882 0.354 0.3260
H -0.489 -2.639 1.732 0.4064
H -2.080 -1.951 1.960 0.4189
C 0.746 -2.111 -1.309 -1.0451
H 1.581 -2.549 -1.866 0.3591
H 0.975 -2.264 -0.246 0.4118
H -0.168 -2.676 -1.541 0.4060
O 3.635 1.480 0.098 -0.2574
N 2.552 1.006 0.134 0.4176
O 2.084 0.526 1.536 -0.5560

Please write out number 1 again, unchanged.
41
Properties=species:S:1:pos:R:3:lowdin_spin:R:1 method="wB97M-V/def2-TZVPD" multiplicity=3 lumo_energy_ha="-0.341 / -0.315" e_above_lowest_ev=0.000 total_energy_ev=-74138.743 charge=+2 gap_ha="0.2387 / 0.2664"
V -0.320 0.099 1.320 1.9121
P 1.986 -0.505 1.368 0.0236
C 2.152 -0.575 -0.455 0.0002
C 0.962 -1.228 -1.074 0.0015
N -0.228 -0.927 -0.504 -0.0211
C -1.379 -1.297 -1.092 0.0024
C -1.379 -2.176 -2.175 -0.0007
C -0.162 -2.590 -2.712 0.0029
C 1.017 -2.085 -2.175 -0.0012
C -2.644 -0.701 -0.517 0.0180
P -2.304 0.901 0.349 0.0263
H 1.994 -2.348 -2.578 -0.0001
H -2.336 -2.503 -2.571 0.0001
H -0.139 -3.291 -3.545 0.0001
H -3.373 -0.487 -1.309 0.0031
H -3.112 -1.387 0.207 0.0001
H 2.265 0.553 -0.816 -0.0001
H 3.070 -1.119 -0.687 0.0000
H 1.506 2.551 -0.425 0.0000
O 2.243 2.046 -0.987 -0.0005
H 2.145 2.322 -1.916 0.0000
H 0.064 2.387 1.046 -0.0003
O 0.410 3.096 0.401 -0.0013
H 0.422 3.935 0.902 -0.0001
C -2.434 2.083 -1.021 -0.0071
H -3.422 1.987 -1.491 -0.0014
H -2.296 3.097 -0.629 0.0001
H -1.655 1.886 -1.765 -0.0001
C -3.774 1.216 1.350 0.0094
H -3.615 2.167 1.872 -0.0002
H -4.666 1.280 0.715 0.0010
H -3.878 0.423 2.098 0.0004
C 2.318 -2.212 1.910 0.0137
H 3.348 -2.496 1.661 0.0019
H 2.167 -2.260 2.996 -0.0001
H 1.614 -2.911 1.444 -0.0001
C 3.447 0.419 1.899 -0.0010
H 3.302 0.684 2.954 -0.0001
H 4.352 -0.197 1.794 -0.0005
H 3.536 1.341 1.310 0.0000
Cl -1.202 -1.177 2.846 0.0193